DFT (ωB97M-V/def2-TZVPD) results for a cluster of 14 separate species, C72H216N33O17P11 in total in a non-equilibrium geometry.

Geometry (Å):
P: 16.782219 27.997386 19.697134
P: 23.565580 24.927553 22.931380
P: 21.187197 14.051391 23.566398
P: 25.519962 16.502192 27.624354
P: 13.589712 21.983430 18.750985
P: 18.612832 23.821264 14.438807
P: 16.731028 16.958573 23.287216
P: 26.210050 20.584626 20.815460
P: 15.564915 25.494281 26.009733
P: 21.918285 19.398473 16.556981
P: 19.720666 22.214436 27.357541
O: 18.515047 24.419346 21.197781
O: 26.596980 17.533230 27.585776
O: 18.812025 21.714726 21.782849
O: 19.502286 23.381948 15.566648
O: 16.125728 25.319428 27.365409
O: 22.655080 23.910328 23.436494
O: 17.080941 26.824881 20.580920
O: 20.918212 19.336456 15.463072
O: 15.515080 18.168091 17.717859
O: 21.730435 21.181526 23.922613
O: 17.769507 16.167721 23.958941
O: 22.320942 13.176213 23.904284
O: 20.095086 24.645992 17.927648
O: 13.762394 22.338229 17.288087
O: 25.697820 21.794370 20.144137
O: 18.927502 21.520240 26.372165
O: 18.122238 18.640762 15.262717
N: 25.102237 25.073643 23.587900
N: 18.875301 25.391027 14.096804
N: 17.508316 27.982975 18.210487
N: 21.100990 21.520700 27.993200
N: 20.214749 14.412677 24.848789
N: 18.779470 22.877680 13.049394
N: 21.687250 15.600779 23.038346
N: 26.230744 19.194542 19.855498
N: 20.353143 23.604383 26.704811
N: 15.361170 23.976753 25.203203
N: 15.135404 28.200846 19.435617
N: 17.030933 23.573754 14.793137
N: 16.474101 26.485711 25.130126
N: 17.311354 29.316300 20.600625
N: 12.245518 22.852760 19.321071
N: 26.275728 14.998437 27.737561
N: 23.491870 19.524557 16.019835
N: 15.271604 16.209448 23.346997
N: 27.679142 20.899286 21.590350
N: 25.254522 19.998914 22.064757
N: 21.741030 17.954067 17.369811
N: 22.929237 26.467079 23.236532
N: 20.283379 13.293880 22.418248
N: 18.802474 22.693319 28.629252
N: 16.844341 17.367547 21.644117
N: 13.287435 20.394280 19.054367
N: 23.887432 24.646728 21.381852
N: 16.951203 18.415985 24.040973
N: 24.400566 16.532195 26.376661
N: 14.060373 26.249839 26.032100
N: 24.518953 16.542704 28.899975
N: 21.577170 20.672392 17.512649
N: 14.848795 22.311015 19.887857
C: 15.148044 23.693413 20.041133
C: 26.374470 17.891079 20.364924
C: 16.799786 26.319050 23.737547
C: 19.490293 24.578378 20.140756
C: 11.714525 22.839811 20.677188
C: 13.659279 27.275644 25.071454
C: 27.616066 14.641183 27.189417
C: 20.727832 16.726226 22.881504
C: 23.864604 19.580469 21.800026
C: 14.966069 15.454159 24.574196
C: 20.848984 20.429144 28.899448
C: 24.541011 25.603427 20.562881
C: 25.150989 16.787495 30.214300
C: 24.113463 18.268483 15.613106
C: 20.212898 20.879339 17.763601
C: 11.445474 23.722537 18.451223
C: 18.178003 25.966570 12.894581
C: 28.370430 19.733540 22.101192
C: 16.886281 27.748241 25.544257
C: 14.564669 23.868975 24.000526
C: 23.869880 20.749593 15.264945
C: 17.799558 18.393855 21.266981
C: 24.696970 15.651715 25.238943
C: 21.566800 24.360890 27.061250
C: 16.536395 23.864640 16.115943
C: 23.680641 27.697993 23.041791
C: 19.622681 24.269982 25.624001
C: 16.651320 27.217025 17.240385
C: 14.056452 16.945079 22.945581
C: 19.998935 22.082151 22.517578
C: 25.418747 13.912214 28.231399
C: 16.684196 18.794754 17.216661
C: 23.053994 16.382520 28.824484
C: 20.594029 20.868495 23.153433
C: 13.521183 19.678769 20.342729
C: 18.706320 21.492537 13.482708
C: 13.153440 26.017016 27.100040
C: 21.498897 26.597580 23.166371
C: 15.976942 23.369401 13.806525
C: 23.348142 23.550632 20.610138
C: 18.994337 13.717834 25.285651
C: 14.767533 29.138268 18.433127
C: 12.452423 19.738832 18.064621
C: 26.272818 24.385429 23.063689
C: 26.135091 19.289222 18.409536
C: 17.264136 30.718288 20.211216
C: 17.495831 18.622272 25.397958
C: 20.603161 11.983811 21.881746
C: 14.105806 27.243604 19.890416
C: 25.242594 25.424584 24.999159
C: 16.481058 19.650845 23.413763
C: 17.536867 22.122837 29.048362
C: 21.001259 14.864718 25.996581
C: 22.159984 21.128501 27.064430
C: 19.403123 23.539305 29.658860
C: 25.494568 20.636716 23.410938
C: 20.124292 23.102443 12.409755
C: 28.566112 21.812356 20.875460
C: 19.069390 13.887929 21.835922
C: 16.032333 21.375986 19.719638
C: 20.695299 16.939936 17.154929
C: 22.857977 15.682006 22.176211
C: 24.076383 17.910799 26.011191
C: 18.992291 24.357932 18.742704
C: 18.287072 29.113546 21.624812
C: 16.284079 22.801341 25.422949
C: 22.314798 17.791528 18.725191
C: 19.027283 27.848661 18.119616
C: 22.518299 21.360667 18.442164
C: 19.976926 26.080771 14.765110
C: 16.312879 16.575941 20.577361
C: 17.318683 17.926179 16.107503
H: 18.248378 13.136543 21.850752
H: 23.204839 20.312351 22.336347
H: 27.258132 24.759072 23.380141
H: 18.800275 26.728503 12.408703
H: 21.835970 15.387025 25.466197
H: 14.473446 27.347266 24.399001
H: 21.074397 25.669270 23.362185
H: 14.737230 18.535234 17.347977
H: 15.642135 24.143004 19.164167
H: 13.459310 25.110080 27.607769
H: 14.363459 30.011443 18.963298
H: 25.540983 25.267870 20.158219
H: 17.211556 26.459121 13.165474
H: 14.258086 15.901532 25.307907
H: 11.041900 24.513063 19.027184
H: 28.070601 15.607200 26.915037
H: 14.485503 14.487368 24.281962
H: 21.375117 14.215177 26.742785
H: 19.858207 27.170077 14.750722
H: 24.694479 16.065371 30.992825
H: 13.938872 22.948798 24.046571
H: 23.575785 17.422219 15.973971
H: 17.754525 25.083152 21.023131
H: 12.613289 20.214309 17.067600
H: 23.777353 18.494611 26.869428
H: 16.359500 23.593275 12.831665
H: 16.660302 22.928035 26.455149
H: 23.876133 25.928405 19.769933
H: 21.807729 20.066712 29.330575
H: 14.006909 18.797134 20.075162
H: 15.912169 15.681327 21.009263
H: 18.418816 22.576909 21.537606
H: 23.707391 19.517789 20.743657
H: 17.616652 21.859948 30.116349
H: 19.220722 14.223126 20.851083
H: 19.431695 27.109743 18.784730
H: 16.419159 28.503645 24.866105
H: 18.199234 19.431082 25.544751
H: 25.483136 17.255385 20.219668
H: 21.313734 17.591040 23.208932
H: 24.708466 14.663842 25.673099
H: 20.176982 20.799899 29.669566
H: 21.742032 17.995137 19.625185
H: 14.035832 26.480409 19.078232
H: 22.393400 22.024679 26.483897
H: 19.855878 21.627869 17.047774
H: 26.239848 16.510158 30.173328
H: 10.580445 22.630090 20.638453
H: 23.218121 17.830703 25.344442
H: 16.561603 30.891569 19.416546
H: 11.969943 23.737358 21.301294
H: 22.843918 16.825783 18.908971
H: 22.412756 20.981629 19.467605
H: 18.803351 23.655744 25.199766
H: 18.603106 20.816574 12.623250
H: 23.111419 18.558436 18.852896
H: 26.261717 23.244897 23.282108
H: 19.824202 22.828445 23.340697
H: 24.269092 25.706104 25.340005
H: 17.087132 22.736678 24.708760
H: 29.247987 21.247402 20.142682
H: 19.186433 12.879466 25.967596
H: 26.559668 20.644625 23.574103
H: 10.538290 23.147983 18.112952
H: 25.335744 13.222118 27.380871
H: 22.019934 22.174469 23.947351
H: 22.065409 23.952443 27.912600
H: 14.052747 17.442860 22.012461
H: 23.536253 14.848142 22.476077
H: 22.428520 23.167295 20.980960
H: 12.190080 25.844795 26.689443
H: 25.988336 13.389191 28.968911
H: 15.686724 20.465793 19.301400
H: 22.614459 15.492624 21.085013
H: 25.090286 17.817283 30.530245
H: 17.417133 24.028970 16.740842
H: 17.855697 17.652819 25.803760
H: 13.041521 26.891684 27.823239
H: 26.513760 17.834132 21.417578
H: 13.879201 24.675123 23.684212
H: 22.314104 22.421047 18.371815
H: 23.316319 21.539293 15.714046
H: 19.975565 24.337849 29.173137
H: 15.826538 23.761955 20.815895
H: 19.761296 11.318487 22.033627
H: 28.772728 19.116936 21.248625
H: 22.281350 24.275767 26.278075
H: 18.026994 29.615720 22.535892
H: 16.988898 31.320510 21.097755
H: 21.168972 27.335571 23.904188
H: 12.073011 22.046167 21.279185
H: 17.214017 26.985945 16.321041
H: 20.304285 16.984328 16.200532
H: 17.398054 19.045512 18.031917
H: 11.425818 19.942853 18.324115
H: 25.076783 21.629124 23.409730
H: 20.429596 16.868724 21.861755
H: 16.419906 19.802994 16.761508
H: 22.981416 20.769932 27.687602
H: 24.119059 18.169734 14.496770
H: 16.663829 19.028280 25.965642
H: 24.852118 18.423910 25.484084
H: 22.578609 17.247205 28.331210
H: 25.747922 20.246712 18.040277
H: 19.051250 18.735032 15.595426
H: 15.884401 24.730733 15.990799
H: 19.837126 16.577375 23.402543
H: 28.145949 14.097918 27.995285
H: 19.183393 27.561807 17.087695
H: 20.686035 12.157174 20.782627
H: 18.734749 14.763464 22.432272
H: 19.998806 22.960384 30.421545
H: 20.371214 24.162581 12.462694
H: 21.475699 11.618978 22.340482
H: 19.779239 25.632298 20.158016
H: 27.765442 19.138002 22.738021
H: 20.908374 22.460280 12.813371
H: 16.333403 26.311835 17.656065
H: 15.816422 27.902410 16.905055
H: 13.866938 17.661392 23.737291
H: 25.535971 24.571776 25.628760
H: 23.462494 28.219868 22.163441
H: 16.551377 27.975034 26.543000
H: 18.274504 31.064502 19.891457
H: 27.073543 19.175175 17.843182
H: 21.846626 20.316648 26.394012
H: 29.425045 22.134169 21.579702
H: 17.893734 26.460704 23.625824
H: 17.824200 21.310278 14.116783
H: 16.614311 25.397845 23.190255
H: 19.538747 21.185705 14.087173
H: 24.434192 14.232306 28.634119
H: 19.316525 25.269354 25.866276
H: 24.976887 20.135336 24.181975
H: 29.217847 20.044418 22.636034
H: 23.967609 22.695088 20.378191
H: 20.946832 25.922716 14.221060
H: 15.871282 15.158115 25.108530
H: 15.634413 22.302839 13.887156
H: 17.377373 21.225041 28.466098
H: 13.323286 16.151740 22.903586
H: 20.595541 15.689040 26.572893
H: 14.214248 24.172075 20.193439
H: 26.162590 24.398854 21.950015
H: 12.540213 18.651840 18.127775
H: 19.791535 17.212466 17.829672
H: 25.207472 18.338062 15.972692
H: 21.039009 15.917099 17.387763
H: 14.417926 26.817679 20.820539
H: 23.409975 28.303385 23.924196
H: 23.781752 20.595582 14.196274
H: 25.636050 15.908143 24.734742
H: 15.916354 20.176149 24.156162
H: 15.410233 16.906545 20.078455
H: 18.557933 23.347698 18.596744
H: 20.030616 22.841860 11.363651
H: 22.791307 15.504399 28.231647
H: 13.160820 27.759789 20.111209
H: 23.600982 18.625278 22.315737
H: 11.954530 24.005649 17.503694
H: 23.338320 16.641889 22.256369
H: 23.544900 21.086802 18.049494
H: 20.861384 20.113132 22.367940
H: 23.769728 15.681883 24.691305
H: 18.169790 25.123130 18.545143
H: 16.863237 21.817492 19.185407
H: 19.953815 24.299171 17.011359
H: 19.853954 20.432022 23.905880
H: 15.937206 23.035124 16.568703
H: 18.534041 24.080357 30.188686
H: 24.769917 27.514143 23.132960
H: 17.398957 20.248384 23.208913
H: 17.107840 16.372401 19.819789
H: 15.175845 23.747796 23.132670
H: 17.234329 19.315681 21.054413
H: 16.382700 27.098976 23.091463
H: 19.329191 29.380047 21.394677
H: 12.535112 19.455123 20.828189
H: 15.768713 21.897087 25.459591
H: 17.941356 27.904616 25.589269
H: 21.403681 25.454653 27.291570
H: 24.715773 26.487392 21.213215
H: 17.819753 17.095677 16.602740
H: 20.096145 21.135326 18.862185
H: 22.582667 16.365820 29.808912
H: 20.380537 24.033534 20.398149
H: 13.990503 28.689750 17.787160
H: 16.662985 22.777529 28.880364
H: 20.365285 24.366126 24.862776
H: 25.419342 18.592801 18.099860
H: 14.142403 20.219686 21.075827
H: 20.666474 22.565438 21.812186
H: 13.488719 28.192032 25.597888
H: 28.054585 22.697201 20.476159
H: 18.365186 28.045347 21.931819
H: 20.098035 25.783174 15.803118
H: 16.493340 21.273663 20.693195
H: 24.943769 21.014568 15.405430
H: 19.661491 19.953114 17.549315
H: 16.494888 17.535349 15.532138
H: 15.193039 24.159525 13.834494
H: 18.264383 18.064656 20.318615
H: 27.258568 17.463487 19.856147
H: 15.594139 29.481802 17.758767
H: 21.173510 26.782432 22.114977
H: 23.008245 23.976378 19.672832
H: 18.402421 18.510071 22.145965
H: 18.551676 13.391109 24.382778
H: 12.679563 27.028379 24.585445
H: 18.311140 14.509985 25.579257
H: 25.951020 26.254528 25.180013
H: 27.451803 14.048635 26.231638
H: 18.012902 25.123887 12.167249
H: 15.892406 19.490362 22.543829
H: 19.479822 28.756184 18.383710
H: 20.474193 19.545160 28.255537

Atomic forces in eV per Å
P -0.037 -0.229 2.256
P 1.343 1.628 0.750
P 0.131 0.186 -0.429
P 2.124 -0.307 -0.486
P -0.121 1.406 0.174
P -0.004 -1.614 0.847
P 1.642 1.431 -0.452
P -1.219 -1.171 1.033
P -1.108 -2.072 1.002
P -0.959 -0.505 -1.205
P 1.573 2.456 0.739
O -1.322 0.719 -0.968
O -0.662 -0.159 -0.132
O 0.191 0.515 0.558
O -0.303 0.715 -0.285
O -0.318 -0.282 0.014
O -1.104 -1.265 0.974
O -0.522 -0.234 -0.732
O -0.491 -0.109 -0.413
O 1.189 -0.818 1.265
O 1.525 1.938 0.347
O 0.383 -1.852 -0.038
O 0.902 0.003 -0.125
O 0.349 -0.211 -0.767
O -0.053 -0.709 1.957
O 0.654 -0.106 -0.745
O -1.321 -1.756 -1.406
O 1.700 0.705 -0.481
N 0.648 0.263 0.873
N -0.200 1.159 -0.829
N -0.064 -0.207 -0.481
N 0.128 -0.143 0.038
N -0.373 -0.345 2.090
N 1.615 0.904 0.388
N -0.920 -0.576 0.172
N -0.149 2.910 -0.362
N 0.273 0.873 0.202
N 0.290 1.111 0.457
N 1.809 -0.737 0.302
N -0.700 -0.190 -0.596
N 0.571 -1.415 -2.505
N 0.170 0.155 -0.851
N 0.550 0.598 -0.041
N -1.061 0.867 0.272
N -0.284 0.042 0.523
N -0.893 0.335 0.521
N -0.601 0.132 -0.778
N 0.942 0.265 1.096
N 0.423 -1.360 2.162
N 1.174 -1.139 -0.527
N -1.182 0.589 -0.048
N -0.056 0.316 1.293
N -0.433 -0.166 1.388
N 1.183 -0.142 0.554
N -0.019 -1.082 -1.268
N -0.662 0.718 -0.965
N 1.204 0.306 0.419
N 0.847 0.163 -0.801
N -0.770 0.519 1.752
N 3.212 0.114 0.843
N -0.698 -2.444 -2.168
C 0.008 -0.137 -1.894
C 0.372 -1.657 -0.597
C 1.465 0.250 -1.253
C -0.903 1.493 1.048
C -1.326 0.116 -0.100
C -0.909 -1.410 0.855
C -1.986 0.430 -0.430
C 2.619 -0.445 -0.218
C 0.096 0.590 2.148
C -0.267 -1.606 0.030
C 0.084 -1.404 -0.859
C 1.389 1.507 0.550
C 0.101 -2.126 0.439
C 2.259 1.412 -1.034
C -1.794 0.270 0.859
C -0.333 -2.028 -1.490
C 0.129 -0.515 0.476
C 0.407 -0.339 -2.066
C -1.116 2.265 0.695
C -1.003 -0.866 -0.279
C 1.320 -1.340 0.911
C -1.296 -0.131 -0.813
C -0.696 0.305 1.328
C -0.988 0.278 0.474
C -0.021 -0.535 0.288
C 0.661 -0.873 2.874
C 0.288 -1.185 -0.314
C 1.037 2.414 -1.270
C 0.461 -1.071 1.201
C -0.818 0.670 0.177
C 0.721 -0.142 -1.355
C -0.153 1.600 -1.009
C 0.186 0.840 -0.379
C -0.478 -0.732 0.797
C -1.774 1.649 -0.081
C -1.422 -1.355 -0.180
C 0.070 0.541 1.159
C 0.368 1.034 -1.169
C 0.106 -0.108 0.023
C -0.953 -0.043 -0.803
C 0.731 0.837 -1.175
C -1.005 1.189 -0.659
C -0.340 0.509 0.033
C -0.691 -2.458 -1.641
C 0.699 1.432 -0.117
C 0.686 0.011 0.388
C -0.960 -0.944 -0.047
C -1.129 1.440 -1.307
C 0.739 0.400 -1.167
C -0.009 -0.142 0.010
C 1.770 0.312 1.510
C 0.014 -0.471 -0.136
C 1.191 2.868 -2.067
C -0.428 0.524 -0.096
C -1.268 0.802 0.591
C -0.288 -0.185 -1.983
C -1.104 0.083 -0.235
C 2.841 -0.446 0.692
C -0.320 -0.238 2.147
C -0.457 2.182 1.179
C -0.723 1.164 2.549
C -0.380 -1.946 -0.664
C -1.120 -0.875 -0.429
C -1.095 0.367 -0.265
C 1.069 -1.963 1.017
C -0.029 3.024 1.568
C 2.199 0.898 -0.279
C -2.539 -0.771 -0.286
C 0.603 -1.588 -1.642
C 1.037 0.562 -1.123
C 0.032 -0.893 -0.269
C -0.753 0.114 1.477
H 0.387 0.421 -0.049
H 0.192 -0.314 -0.968
H -0.632 0.381 0.034
H 0.030 -0.269 0.166
H 0.039 -0.481 1.114
H 0.334 0.500 -1.097
H -0.832 -1.594 0.759
H -0.907 0.733 -0.711
H -0.084 -0.023 -0.091
H -0.019 0.066 0.483
H -0.242 0.176 -0.597
H -1.063 0.194 0.210
H 0.628 -0.515 -0.150
H 0.515 0.413 -0.678
H 0.001 1.283 0.400
H 0.184 -0.557 0.320
H 0.212 0.638 0.085
H 0.325 -1.667 0.220
H -0.454 -0.118 -0.042
H 0.529 1.290 -1.061
H 0.236 0.437 0.071
H -0.072 -0.509 0.627
H 1.750 -0.964 0.176
H 0.146 -0.818 0.636
H 0.031 0.115 0.319
H 0.513 -0.643 -0.726
H 0.277 0.034 -0.715
H 0.046 0.010 -0.437
H -0.566 0.434 0.012
H 0.840 -1.788 -0.175
H 0.383 -1.087 0.153
H 0.092 -0.248 -0.003
H -0.349 -0.025 -0.506
H -0.279 -0.044 -0.302
H 0.298 0.294 -1.593
H -0.037 -0.676 0.165
H 0.507 -0.077 0.390
H 0.807 0.021 -0.841
H 0.146 0.125 -0.502
H -0.595 0.372 0.040
H 0.429 -0.521 -0.315
H -0.222 -0.670 0.130
H -1.196 -0.127 -0.238
H -0.598 0.237 0.826
H 0.463 -0.508 -0.128
H -0.478 0.211 0.584
H -0.999 0.331 -0.154
H 1.507 0.770 0.111
H -0.242 0.273 -0.110
H -0.290 0.115 -0.282
H -0.519 -0.247 -0.825
H -0.568 0.391 -0.534
H -0.039 0.222 -0.119
H 0.471 0.467 0.657
H 0.163 0.220 0.086
H -0.139 -0.410 -0.322
H 0.111 1.794 0.042
H -0.270 -0.587 -0.777
H -0.564 0.484 0.476
H 0.291 0.061 -0.347
H -1.412 0.723 0.113
H -0.146 0.395 0.052
H 0.022 0.198 0.411
H 0.549 0.356 0.187
H -0.692 -0.272 0.268
H -1.023 -2.163 -0.640
H 0.024 -0.468 0.788
H 0.606 0.378 -1.042
H -0.229 0.807 -0.209
H -0.668 -0.258 1.043
H -1.235 -0.242 -0.325
H 0.133 -0.521 0.905
H 0.078 -0.880 -0.335
H 0.075 0.333 0.864
H -0.222 0.317 0.200
H -0.425 0.333 0.183
H -0.228 0.826 -0.249
H 0.417 -0.976 -0.702
H 0.358 0.374 0.810
H 0.342 0.144 1.005
H 0.178 0.207 0.152
H -0.669 0.854 -0.341
H 0.223 -0.321 0.342
H 1.219 0.636 2.007
H -0.188 -0.375 0.142
H -0.391 0.203 0.666
H 0.599 0.231 -1.081
H -0.310 0.682 0.501
H -0.021 -0.165 -0.431
H -0.240 0.085 -0.370
H 0.760 -1.135 0.266
H 0.093 0.056 0.429
H -0.453 0.031 -2.216
H -0.441 -0.484 -0.203
H -0.824 -0.010 -0.041
H -0.020 0.672 0.014
H 0.050 0.070 -1.008
H 0.288 -1.034 0.362
H 0.291 0.258 -0.278
H 0.081 0.178 0.696
H -0.412 -0.365 0.677
H 0.801 0.302 -0.240
H 0.179 -0.227 -0.028
H 0.022 0.076 0.668
H -0.613 0.120 -0.480
H -0.044 0.215 0.701
H -1.192 -0.179 1.362
H 0.085 0.175 -0.771
H 0.503 0.105 -0.021
H 0.378 -0.683 0.513
H 0.156 -0.564 -0.219
H -0.408 0.610 -0.692
H 0.246 -0.088 0.067
H 1.139 -0.527 0.298
H 0.300 0.107 0.088
H -0.647 -0.517 0.442
H -0.034 0.217 0.414
H -0.832 -1.384 0.528
H 0.836 -1.341 0.354
H -0.647 0.256 0.096
H 0.135 0.021 -0.304
H -0.458 0.773 -1.578
H -0.351 -0.046 0.458
H -0.551 -0.112 0.029
H 0.030 -0.450 0.428
H 0.029 0.167 -0.016
H -1.627 -0.053 -0.527
H -0.257 -0.086 0.022
H 0.204 0.167 -0.336
H -0.409 -0.418 0.806
H 0.701 -0.144 0.200
H 0.921 -0.216 -0.476
H -0.574 0.520 0.498
H -0.479 -1.009 0.716
H 1.190 0.555 0.958
H 0.647 0.271 0.299
H -0.585 -0.093 0.517
H 0.017 0.303 -0.203
H -0.303 1.177 -0.294
H -0.218 -0.346 -0.021
H -0.767 0.228 0.057
H -1.039 0.241 -0.121
H -0.618 0.962 0.514
H 0.660 0.052 0.924
H 0.432 0.050 -0.409
H 1.303 -0.719 -0.662
H -1.549 -0.692 -0.626
H 0.025 0.527 -0.017
H 0.367 -0.553 0.398
H 0.179 0.375 -0.455
H -0.665 0.202 -0.263
H -0.343 -0.079 -0.359
H -0.650 0.588 0.325
H 0.041 1.141 -0.422
H 0.359 0.296 -0.042
H -0.029 -0.050 -0.352
H -0.081 0.001 0.235
H 0.207 -0.063 -0.483
H 0.533 0.394 -0.569
H -0.054 0.057 1.014
H 0.256 0.342 0.169
H -0.933 0.731 0.793
H -0.231 0.366 0.593
H 0.195 -0.009 -1.125
H 0.570 -0.907 0.321
H -0.086 0.250 -0.969
H -0.121 -0.294 0.545
H 0.566 0.273 -1.235
H 0.382 0.507 -0.528
H 1.365 -0.820 -0.612
H -0.657 0.018 -0.213
H -0.884 0.054 -0.268
H -0.680 -0.057 0.464
H 0.775 -0.283 -0.781
H 0.721 -0.102 -0.059
H -0.314 0.207 0.199
H -0.196 0.381 -0.465
H 0.715 0.057 -0.305
H -1.312 -1.436 -0.299
H 1.032 -0.148 -0.412
H -0.275 -1.004 -0.378
H 0.284 -0.356 -0.738
H 0.156 -0.347 -0.105
H -0.312 -0.041 -1.248
H 0.430 -0.359 0.130
H 0.146 -0.634 -0.034
H 0.136 0.375 0.124
H 0.505 0.105 0.141
H 0.396 0.235 -1.035
H -0.924 -1.396 -0.708
H -0.352 0.075 -0.654
H 0.525 -0.073 0.041
H 0.062 0.900 0.252
H 0.170 -0.585 -0.028
H -0.320 0.693 -0.473
H -0.102 -0.104 -0.186
H -0.202 -0.547 0.538
H -0.485 -0.445 0.280
H -0.168 0.231 0.271
H -0.353 -0.298 -0.257
H -0.020 -0.801 0.862
H 0.468 0.243 0.694
H -0.412 -0.495 0.347
H -0.584 -0.277 0.919
H -0.041 0.666 0.608
H 0.176 0.175 -0.506
H 1.085 0.560 -0.217
H -0.703 -0.986 -0.824
H 0.837 -0.054 0.053
H -0.082 -0.222 0.872
H -0.222 -0.317 -0.254
H 0.557 0.279 1.205
H -0.035 0.977 0.607
H -0.407 -0.165 -0.666
H 0.546 1.527 0.020
H -0.021 0.904 1.396

Calculated values
- LUMO level: 0.309 eV
- Net charge: 0
- Electronic energy: -9714.19403 Ha
- HOMO: -7.957 eV